{"formula": "C3H4N2O", "method": "the ωB97M-V functional and the def2-TZVPD basis", "e_lumo_ev": 0.65, "homo_ev": -10.40, "gap_ev": 11.06, "charge": 0, "smiles": "N#CCC(N)=O", "elements": ["O", "N", "N", "C", "C", "C", "H", "H", "H", "H"], "positions_angstrom": [[-1.518, -1.036, -0.153], [-0.905, 1.147, 0.213], [0.917, -0.071, -1.886], [1.164, -0.440, -0.816], [-0.691, -0.222, 0.167], [0.830, -0.693, 0.571], [-0.245, 1.759, -0.256], [0.899, -1.754, 0.861], [-1.866, 1.398, 0.015], [1.417, -0.087, 1.284]], "lowdin_charge": [0.08, 0.14, 0.17, -0.26, -0.54, -0.04, 0.10, 0.12, 0.11, 0.12]}

{"formula": "C8H6N2O2", "method": "the ωB97M-V functional and the def2-TZVPD basis", "e_lumo_ev": 0.40, "homo_ev": -7.85, "gap_ev": 8.25, "charge": 0, "smiles": "O=Cc1ncc2cccc(O)n12", "elements": ["O", "O", "N", "N", "C", "C", "C", "C", "C", "C", "C", "C", "H", "H", "H", "H", "H", "H"], "positions_angstrom": [[-1.259, -2.000, -0.246], [-3.349, -0.830, 0.006], [-1.141, 2.136, -0.007], [-0.287, 0.155, -0.362], [-0.154, -1.285, -0.142], [0.792, 1.053, -0.300], [2.208, -0.798, 0.310], [0.176, 2.313, -0.183], [-1.421, 0.852, -0.099], [1.107, -1.716, 0.189], [2.065, 0.458, 0.032], [-2.972, 0.310, 0.259], [1.401, -2.753, 0.403], [3.201, -1.324, 0.638], [-3.551, 1.133, 0.684], [0.529, 3.421, -0.354], [-1.183, -2.807, -0.648], [2.940, 1.075, -0.169]], "lowdin_charge": [0.13, 0.01, 0.06, 0.10, -0.24, -0.16, -0.12, -0.11, -0.22, -0.01, -0.07, -0.08, 0.11, 0.15, 0.11, 0.14, 0.09, 0.12]}

{"formula": "C3H10NO2", "method": "the ωB97M-V functional and the def2-TZVPD basis", "e_lumo_ev": 4.24, "homo_ev": -2.78, "gap_ev": 7.02, "charge": -1, "elements": ["O", "O", "N", "C", "C", "C", "H", "H", "H", "H", "H", "H", "H", "H", "H", "H"], "positions_angstrom": [[2.270, -0.834, -0.604], [-2.960, 0.739, -0.274], [-0.174, 0.435, -0.392], [1.236, -1.604, -0.229], [0.121, -0.756, 0.438], [0.426, 1.645, 0.205], [-3.066, -0.169, 0.018], [0.761, -2.189, -1.063], [0.550, -0.393, 1.378], [0.426, 0.282, -1.205], [1.484, 1.452, 0.394], [1.462, -2.403, 0.532], [-1.972, 0.773, -0.379], [-0.144, 1.939, 1.085], [-0.770, -1.371, 0.624], [0.352, 2.454, -0.529]], "lowdin_charge": [-0.35, -0.13, -0.17, -0.55, -0.25, -0.15, 0.00, 0.07, 0.09, 0.09, 0.07, 0.07, -0.02, 0.07, 0.08, 0.07]}

{"formula": "C2H6N2O", "method": "the ωB97M-V functional and the def2-TZVPD basis", "e_lumo_ev": 0.78, "homo_ev": -9.11, "gap_ev": 9.89, "charge": 0, "smiles": "[H]/N=C\\N(C)O", "elements": ["O", "N", "N", "C", "C", "H", "H", "H", "H", "H", "H"], "positions_angstrom": [[-1.370, -0.032, -0.024], [-0.075, 0.378, -0.199], [0.947, -1.827, -0.080], [0.069, 1.766, 0.106], [0.734, -0.617, 0.260], [-0.765, 2.398, -0.349], [0.293, -2.109, -0.831], [1.288, -0.398, 1.154], [-1.804, -0.243, -0.847], [0.076, 1.812, 1.188], [0.951, 2.049, -0.374]], "lowdin_charge": [-0.02, -0.27, 0.11, -0.05, -0.31, 0.12, 0.05, 0.11, 0.10, 0.09, 0.06]}

{"formula": "C4H16N2O2", "method": "the ωB97M-V functional and the def2-TZVPD basis", "e_lumo_ev": [-2.71, -7.75], "homo_ev": [-13.13, -12.76], "s_squared": 0.755, "gap_ev": [10.42, 5.01], "multiplicity": 2, "charge": 1, "elements": ["O", "O", "N", "N", "C", "C", "C", "C", "H", "H", "H", "H", "H", "H", "H", "H", "H", "H", "H", "H", "H", "H", "H", "H"], "positions_angstrom": [[-1.492, -0.936, -2.760], [1.165, -0.504, -2.111], [0.030, -1.949, 0.207], [0.386, 1.704, 1.301], [1.746, 1.620, 0.717], [-0.298, -1.123, 1.347], [-1.274, -0.028, 1.014], [-0.660, 1.261, 0.431], [-0.647, -1.792, 2.128], [0.622, -0.654, 1.757], [0.420, -1.526, -0.639], [-2.191, -0.331, -2.616], [1.944, -0.114, -2.536], [-0.323, 1.110, -0.590], [-2.064, -0.413, 0.346], [1.790, 2.452, 0.002], [1.989, 0.614, 0.388], [0.387, 1.323, 2.244], [-1.447, 2.032, 0.502], [2.463, 2.030, 1.431], [-1.618, -1.676, -2.135], [-2.025, 0.161, 1.795], [0.413, -0.602, -2.726], [0.684, -2.659, 0.504]], "lowdin_charge": [-0.03, -0.08, 0.05, 0.11, 0.00, -0.28, -0.16, -0.15, 0.13, 0.10, 0.03, 0.03, 0.07, 0.12, 0.13, 0.12, 0.11, 0.16, 0.16, 0.10, 0.07, 0.13, 0.03, 0.09]}

{"formula": "C38H51BN10O2PdS4", "method": "the ωB97M-V functional and the def2-TZVPD basis", "e_lumo_ev": [-3.82, -7.75], "homo_ev": [-12.68, -12.57], "s_squared": 6.034, "gap_ev": [8.86, 4.82], "multiplicity": 5, "charge": 2, "elements": ["Pd", "S", "S", "S", "S", "O", "O", "N", "N", "N", "N", "N", "N", "N", "N", "N", "N", "C", "C", "C", "C", "C", "C", "C", "C", "C", "C", "C", "C", "C", "C", "C", "C", "C", "C", "C", "C", "C", "C", "C", "C", "C", "C", "C", "C", "C", "C", "C", "C", "C", "C", "C", "C", "C", "C", "B", "H", "H", "H", "H", "H", "H", "H", "H", "H", "H", "H", "H", "H", "H", "H", "H", "H", "H", "H", "H", "H", "H", "H", "H", "H", "H", "H", "H", "H", "H", "H", "H", "H", "H", "H", "H", "H", "H", "H", "H", "H", "H", "H", "H", "H", "H", "H", "H", "H", "H", "H"], "positions_angstrom": [[-0.620, 0.777, 0.287], [0.623, 0.398, -2.984], [-0.545, -1.249, 2.229], [1.001, 2.198, 1.522], [0.250, -1.705, -0.306], [1.343, 1.545, -3.465], [1.417, -0.618, -2.324], [-1.829, 2.398, -0.954], [2.710, 2.244, -0.646], [2.631, 0.326, 0.447], [1.891, -3.879, -0.006], [2.494, -2.100, 1.145], [-0.489, 0.852, -1.876], [-5.912, 1.678, 3.735], [-2.439, 1.106, 1.573], [1.912, -0.290, 2.871], [0.444, -0.094, 4.499], [-1.119, 1.293, 5.706], [2.648, 3.685, -0.967], [-0.711, -0.152, 5.413], [-1.571, 2.524, -3.327], [-2.443, 3.589, -3.360], [-2.626, 2.227, 2.276], [-0.249, -0.892, 6.674], [-3.768, 2.470, 3.002], [2.127, 1.581, 0.384], [3.549, 4.411, 0.038], [3.546, 1.369, -1.268], [3.316, -3.131, 1.491], [-0.786, -0.622, -6.603], [-0.292, -0.372, -4.289], [-3.022, 4.045, -2.177], [3.492, 0.189, -0.600], [-1.155, -1.401, -3.966], [2.353, -5.675, -1.583], [1.624, 0.460, 4.923], [-2.327, -2.415, -7.416], [-4.795, 1.504, 3.019], [-1.282, 1.926, -2.090], [-1.828, -2.057, -4.981], [0.343, -5.745, -0.054], [1.207, 4.188, -0.885], [2.947, -4.227, 0.786], [2.523, 0.333, 3.925], [-0.101, 0.032, -5.596], [1.248, -4.852, -0.909], [-1.907, -0.902, 4.839], [-1.650, -1.676, -6.309], [-3.416, 0.190, 1.550], [1.612, -2.577, 0.244], [0.637, -0.530, 3.237], [-2.675, 3.420, -0.995], [0.436, -4.143, -1.989], [-4.587, 0.338, 2.252], [3.172, 3.894, -2.389], [2.755, -0.664, 1.637], [-1.100, -1.058, 7.328], [-6.061, 2.516, 4.269], [-2.283, -0.437, 3.933], [0.164, -1.860, 6.399], [0.501, -0.343, 7.235], [3.889, -0.624, 1.986], [-0.422, -5.152, 0.444], [-2.703, -0.895, 5.579], [3.197, 4.289, 1.060], [1.912, -6.324, -2.334], [0.248, -4.832, -2.807], [-1.625, -3.132, -7.842], [-6.641, 0.985, 3.734], [0.547, 3.500, -1.411], [-3.082, 3.748, -0.048], [-0.523, -3.813, -1.602], [2.962, 4.910, -2.708], [3.545, 0.638, 3.880], [4.125, 1.622, -2.128], [-1.654, -1.937, 4.629], [-3.720, 4.866, -2.180], [1.749, 0.894, 5.891], [-1.814, 2.946, 2.242], [-2.630, -1.740, -8.213], [-1.277, -1.689, -2.933], [4.249, 3.756, -2.438], [-3.230, -0.697, 0.946], [4.105, -3.017, 2.201], [2.678, 3.214, -3.081], [0.591, 0.832, -5.812], [-0.145, -6.477, -0.690], [2.882, -6.315, -0.882], [3.066, -5.016, -2.074], [-2.684, 4.068, -4.297], [4.570, 4.039, -0.025], [-5.347, -0.428, 2.222], [-1.953, 1.309, 6.402], [-3.195, -2.960, -7.057], [3.360, -5.212, 0.808], [-1.109, 2.139, -4.218], [-2.484, -2.882, -4.744], [-1.426, 1.784, 4.784], [0.915, -6.279, 0.702], [-3.880, 3.400, 3.541], [4.022, -0.723, -0.785], [1.137, 5.160, -1.365], [-0.307, 1.861, 6.148], [3.559, 5.470, -0.199], [0.873, 4.300, 0.144], [-0.641, -0.335, -7.635], [0.978, -3.287, -2.386]], "lowdin_charge": [0.70, 0.62, 0.82, 0.81, 0.86, -0.28, -0.40, 0.05, 0.03, 0.04, 0.02, 0.06, -0.20, 0.16, -0.09, 0.02, 0.02, 0.00, -0.53, -0.53, 0.00, -0.03, -0.17, -0.01, 0.00, -0.63, -0.01, -0.01, 0.01, -0.01, -0.30, -0.05, -0.03, -0.06, -0.02, -0.01, -0.04, -0.30, -0.44, -0.02, 0.00, -0.05, 0.01, -0.03, -0.05, -0.53, -0.08, -0.25, -0.17, -0.57, -0.62, -0.12, -0.08, 0.01, -0.03, -0.56, 0.10, 0.12, 0.03, 0.10, 0.08, 0.13, 0.09, 0.10, 0.08, 0.10, 0.10, 0.10, 0.12, 0.06, 0.11, 0.05, 0.10, 0.14, 0.14, 0.08, 0.11, 0.14, 0.10, 0.09, 0.09, 0.09, 0.11, 0.14, 0.07, 0.12, 0.10, 0.08, 0.10, 0.12, 0.09, 0.12, 0.10, 0.08, 0.14, 0.10, 0.12, 0.07, 0.09, 0.12, 0.14, 0.10, 0.09, 0.10, 0.03, 0.13, 0.07]}